(1)
ORCA calculation (wB97M-V/def2-TZVPD) on a gas-phase ion, C6H10O (charge +1).

Computed properties:
Expectation value of S² = 0.7893
Multiplicity = 2
Net charge = +1
Highest occupied orbital energy (alpha / beta) = -14.90 / -15.13 eV

XYZ file:
```
17
Properties=species:S:1:pos:R:3:forces:R:3:lowdin_spin:R:1
C -1.564177 -0.234720 2.303785 1.0 -0.5 -0.1 0.01
C -0.764618 0.413518 1.209304 -0.4 -0.2 0.0 0.10
C 0.113946 1.433434 1.506199 -0.3 1.3 -0.3 0.39
C 0.728826 -0.702763 -2.066027 -1.8 -0.1 -0.2 0.03
O 2.044932 -0.608548 -1.653874 0.6 0.9 0.1 0.02
C -0.081681 0.242553 -1.179083 1.9 0.0 1.8 0.30
C -0.803680 -0.184050 -0.082095 0.4 -0.4 0.0 0.11
H -2.633729 -0.094501 2.191284 -0.1 0.2 0.0 0.00
H -1.358798 -1.312200 2.280293 -0.2 0.1 -0.1 0.00
H -1.182498 0.090561 3.262080 -0.4 0.3 0.3 0.00
H 0.154890 1.906196 2.481555 0.0 -0.5 0.2 0.02
H 0.686721 1.983925 0.765163 0.1 -0.4 -0.1 0.01
H 0.299571 -1.692015 -1.917821 0.1 -0.2 -0.4 0.00
H 0.602212 -0.371375 -3.096513 0.2 -0.3 -0.2 0.01
H 2.407053 -1.402546 -1.255088 -0.3 -0.2 0.0 0.00
H 0.395778 1.211734 -1.027219 -0.4 0.1 -0.8 0.01
H -1.186607 -1.195454 -0.058718 -0.5 -0.1 -0.4 0.00
```
Positions in Å, forces in eV/Å.

=====

(2)
ORCA calculation (wB97M-V/def2-TZVPD) on a single C6H10O2 molecule.

Computed properties:
Highest occupied orbital energy = -8.93 eV
SMILES string = C/C(C=O)=C(/C)CO

XYZ file:
```
18
Properties=species:S:1:pos:R:3:forces:R:3:nbo_charge:R:1
C -0.334638 -1.874050 0.518502 -0.1 0.2 0.2 -0.66
C 0.420382 -0.628974 0.211251 5.4 -0.8 -0.4 -0.12
C 2.110181 -0.904587 0.019380 -2.2 -0.7 -0.5 0.44
O 2.960832 -0.210716 -0.473536 -0.9 -0.1 0.5 -0.53
C 0.103228 0.627728 0.088673 -5.6 0.8 0.1 0.06
C 0.803728 1.840555 -0.372969 0.6 0.0 0.2 -0.67
C -1.616764 0.846494 0.206329 2.8 0.3 0.2 -0.08
O -2.232797 0.583557 -1.020992 -0.1 -0.1 -0.4 -0.71
H -0.669385 -2.368649 -0.395184 0.0 -0.1 0.0 0.22
H 0.310768 -2.569393 1.055178 0.0 -0.1 0.0 0.23
H -1.194812 -1.678690 1.156630 -0.1 -0.1 -0.1 0.23
H 2.366848 -1.958574 0.304188 -0.1 0.3 0.2 0.09
H 1.871369 1.669250 -0.483706 -0.1 0.2 0.0 0.26
H 0.397344 2.142180 -1.339786 -0.1 0.0 0.0 0.24
H 0.633210 2.657126 0.329554 0.0 0.1 0.0 0.22
H -1.770364 1.901135 0.426763 -0.1 0.0 -0.1 0.18
H -2.067761 0.267293 1.022201 0.4 0.0 -0.1 0.16
H -2.091369 -0.341686 -1.252474 0.0 0.1 0.0 0.47
```
Positions in Å, forces in eV/Å.

=====

(3)
ORCA calculation (wB97M-V/def2-TZVPD) on a single C6H10O2 molecule.

Computed properties:
Highest occupied orbital energy = -9.89 eV
SMILES string = C[C@]12CCOC[C@@H]1O2

XYZ file:
```
18
Properties=species:S:1:pos:R:3:forces:R:3:nbo_charge:R:1
C -0.005505 -0.432801 1.979330 3.7 0.5 1.1 -0.64
C -0.067125 -0.762897 0.470679 1.4 -3.5 1.9 0.21
C 1.179699 -1.005799 -0.456252 -1.1 1.0 0.2 -0.46
C 1.388594 0.603174 -0.718207 5.1 0.1 2.0 -0.08
O 0.287522 1.296071 -1.203407 1.3 2.2 -0.7 -0.54
C -0.785502 1.397592 -0.244586 1.1 2.8 2.8 -0.09
C -0.947376 -0.055829 -0.286269 -4.1 -0.1 -0.8 -0.04
O -1.470934 -1.311187 0.171745 0.9 1.0 1.2 -0.48
H -0.731937 0.370491 2.288047 0.7 -1.0 -0.4 0.23
H -0.050937 -1.302561 2.697709 -0.4 0.7 -1.2 0.24
H 1.173353 -0.034238 2.270627 -3.3 -0.7 -1.0 0.20
H 0.966807 -1.548433 -1.424532 -0.4 0.8 1.0 0.23
H 1.996506 -1.601446 -0.036558 0.2 0.8 0.3 0.22
H 1.632798 1.199717 0.300135 -0.2 -1.9 -1.7 0.17
H 2.486773 0.729872 -1.290061 -3.4 0.1 0.7 0.21
H -1.409293 2.229584 -0.576506 -0.5 -0.8 -0.4 0.22
H -0.412855 1.760043 0.836993 -0.4 -0.6 -2.4 0.17
H -0.760638 -0.142747 -1.280718 -0.4 -1.5 -2.8 0.19
```
Positions in Å, forces in eV/Å.

=====

(4)
ORCA calculation (wB97M-V/def2-TZVPD) on a single C6H10O2 molecule.

Computed properties:
Highest occupied orbital energy = -9.19 eV
SMILES string = C[C@H]1OCC[C@@H]2O[C@H]21

XYZ file:
```
18
Properties=species:S:1:pos:R:3:forces:R:3:nbo_charge:R:1
C 1.895031 1.472986 0.527098 -1.8 -1.1 0.4 -0.66
C 0.401326 0.975210 0.398639 -2.7 5.5 -2.2 0.07
O 0.218806 0.521565 -1.016777 0.2 1.1 -0.1 -0.57
C -0.833135 -0.358667 -1.401319 -3.7 3.1 -3.4 -0.09
C -1.234590 -1.475590 -0.470293 1.6 -3.4 1.1 -0.47
C -0.095189 -1.079144 0.450543 1.5 -5.8 -1.0 0.11
O 0.086337 -1.154040 1.834578 -0.5 0.0 0.3 -0.46
C -0.461071 0.030301 1.197902 5.2 1.2 0.8 -0.06
H 1.988860 0.420890 0.891422 3.1 0.9 0.2 0.24
H 2.371506 1.818181 -0.486147 -1.1 -1.1 2.1 0.25
H 1.872376 2.312508 1.319944 0.5 -1.7 -1.2 0.23
H -0.176090 1.929535 0.461426 -0.1 -0.4 -0.4 0.18
H -0.559150 -0.677037 -2.384290 0.9 -0.8 -0.3 0.21
H -1.838548 0.272504 -1.893940 2.2 -1.1 2.2 0.16
H -0.977857 -2.561366 -0.857786 -1.0 2.2 0.2 0.21
H -2.230176 -1.476255 0.061132 1.1 0.3 -0.9 0.23
H 0.988374 -1.202279 -0.124066 -2.9 0.4 1.7 0.20
H -1.416810 0.230699 1.491932 -2.3 0.8 0.4 0.20
```
Positions in Å, forces in eV/Å.

=====

(5)
ORCA calculation (wB97M-V/def2-TZVPD) on 2 unconnected molecules or ions with the total composition C6H10O2S.

Computed properties:
Highest occupied orbital energy (alpha / beta) = -8.74 / -7.71 eV

XYZ file:
```
19
Properties=species:S:1:pos:R:3:forces:R:3:nbo_charge:R:1
C 0.537282 0.295260 -2.339883 -2.0 2.0 -0.7 0.75
C -0.047468 0.595553 1.210541 3.1 1.4 -0.3 -0.29
C -0.830616 -0.550642 1.264056 -0.8 -1.6 -0.9 -0.11
C -1.559580 -1.048169 0.014844 -0.3 1.0 -1.7 -0.63
C -1.499015 -0.942247 2.508242 0.2 -2.3 0.2 -0.62
C 2.586571 1.363739 -2.044439 -3.5 2.0 -2.2 -0.26
O -0.183120 1.244854 -2.626961 2.1 -2.2 0.7 -0.56
O 1.798362 0.204601 -2.046245 -1.3 -1.9 -0.3 -0.50
S 1.040722 -0.838871 1.155497 -0.7 0.8 0.1 0.07
H 0.319857 1.461372 1.802380 -1.1 -0.8 -0.3 0.24
H -2.301899 -0.288239 -0.417389 1.0 -0.7 0.9 0.23
H -2.147473 -1.958065 0.185237 0.4 0.1 0.1 0.22
H -0.810033 -1.193545 -0.803861 -0.8 -0.1 0.7 0.23
H -2.503966 -0.650602 2.408685 -1.6 0.2 0.1 0.22
H -1.074819 -0.476036 3.329235 0.8 1.1 1.7 0.22
H -1.431621 -2.040991 2.734668 -0.2 0.9 -0.6 0.22
H 3.513192 0.991905 -2.068436 3.8 -0.7 0.7 0.20
H 2.188489 1.943245 -1.248119 0.7 0.9 0.9 0.20
H 2.405134 1.886879 -3.018054 0.2 -0.1 0.8 0.19
```
Positions in Å, forces in eV/Å.

=====

(6)
ORCA calculation (wB97M-V/def2-TZVPD) on a single C6H10O2S2 molecule.

Computed properties:
Highest occupied orbital energy = -8.92 eV

XYZ file:
```
20
Properties=species:S:1:pos:R:3:forces:R:3:nbo_charge:R:1
C -0.817881 0.830633 -0.747367 0.7 -0.3 -1.8 0.56
C -0.642637 -2.267502 1.332496 1.7 2.0 -0.6 -0.54
C -0.700258 -0.832530 2.050540 0.5 -1.4 -0.9 -0.61
C 0.252416 -0.216268 -0.555626 1.6 -1.1 2.2 -0.38
C -0.418964 2.185188 -1.361850 -0.7 -2.8 -1.8 -0.70
C 1.617944 -0.073233 -1.245993 0.2 0.0 -0.4 -0.68
O -1.933040 0.493660 -0.482401 -1.2 0.7 0.4 -0.53
O 0.607373 1.469398 1.697959 0.1 1.6 0.0 -0.97
S -0.372945 -2.031816 -0.456691 0.5 2.3 -1.6 0.20
S 0.799178 0.083440 1.300127 -1.6 -2.2 0.3 1.26
H 0.217434 -2.956024 1.382940 -0.5 0.5 1.9 0.24
H -1.555382 -2.766965 1.316861 -1.5 -0.9 0.6 0.23
H -1.651585 -0.289893 1.764069 1.2 -0.6 0.2 0.27
H -0.604163 -0.885667 3.169048 0.2 0.1 -1.2 0.24
H 0.489757 2.470094 -0.982122 2.2 1.0 1.1 0.23
H -1.180409 2.851124 -1.171607 -1.6 1.6 0.6 0.24
H -0.299261 2.133118 -2.483312 -0.2 -0.4 1.1 0.24
H 2.295451 0.752760 -1.064193 -0.7 0.9 0.8 0.23
H 1.578952 -0.081187 -2.290525 -0.9 0.3 -2.0 0.23
H 2.318020 -0.868329 -1.172352 0.1 -1.4 1.1 0.25
```
Positions in Å, forces in eV/Å.

=====

Number 1: electronic energy -8421.25611 eV. Number 2: electronic energy -10476.84577 eV. Number 3: electronic energy -10472.91805 eV. Number 4: electronic energy -10472.09093 eV. Number 5: electronic energy -21309.07076 eV. Number 6: electronic energy -32147.19195 eV.